# 1
The following is a DFT calculation (wB97M-V/def2-TZVPD) of C5H7N in the gas phase.

Values from the calculation:
SMILES string: C=CN=C=CC
Frontier orbital gap, eV: 8.499
Energy, eV: -6784.3936
Net charge: 0
Highest occupied orbital energy, eV: -7.86
LUMO, eV: 0.63
Energy above the lowest of the compared OMol25 structures with the same formula, charge and spin, eV: 4.119

Last column: natural (NBO) charge in e.
Element x y z (Å)
C  -3.333182  0.452271  -0.023714  -0.398
C  -2.102944  -0.214980  0.097622  0.021
N  -0.678901  0.066037  -0.477001  -0.502
C  0.542218  -0.186565  -0.500915  0.452
C  1.807668  -0.508346  -0.471617  -0.461
C  2.714827  0.419384  0.350730  -0.618
H  -4.198041  -0.127995  0.245750  0.212
H  -3.521759  1.340935  -0.547277  0.207
H  -2.143420  -1.162308  0.537584  0.182
H  2.211807  -1.490296  -0.835957  0.246
H  2.007114  0.571702  1.201913  0.229
H  3.210449  1.108569  -0.253020  0.219
H  3.484164  -0.268402  0.675897  0.209

Forces on atoms 1 to 2 (eV/Å):
C 4.2 -2.5 -0.1
C 0.2 2.3 -1.6

---

# 2
The following is a DFT calculation (wB97M-V/def2-TZVPD) of 7 unconnected molecules or ions with the total composition C14H42O7.

Values from the calculation:
SMILES string: CCO.CCO.CCO.CCO.CCO.CCO.CCO
Frontier orbital gap, eV: 10.462
Energy, eV: -29528.2477
Net charge: 0
Highest occupied orbital energy, eV: -10.00
LUMO, eV: 0.46
Energy above the lowest of the compared OMol25 structures with the same formula, charge and spin, eV: 3.227

Last column: natural (NBO) charge in e.
Element x y z (Å)
C  3.554783  -3.997530  1.346960  -0.638
C  4.373869  -2.700388  1.342036  -0.053
O  5.592717  -3.062877  0.900012  -0.722
H  3.457349  -4.533008  0.402573  0.210
H  2.520624  -3.956837  1.688937  0.200
H  4.091888  -4.658383  2.027322  0.210
H  4.459055  -2.151410  2.279842  0.170
H  3.896775  -2.006290  0.650145  0.149
H  5.727297  -2.947597  -0.043493  0.478
C  1.036556  0.245555  1.261188  -0.654
C  -0.085019  0.688999  0.251450  -0.070
O  0.384870  0.609757  -1.153490  -0.773
H  1.565175  1.134351  1.605728  0.213
H  1.785521  -0.441408  0.867203  0.220
H  0.526073  -0.338243  2.027142  0.218
H  -0.329076  1.730988  0.458311  0.176
H  -1.019357  0.127911  0.268506  0.175
H  -0.023729  -0.160480  -1.555212  0.498
C  -3.380196  -2.314565  -3.644123  -0.631
C  -2.725598  -1.018567  -3.131127  -0.092
O  -1.342597  -1.018392  -3.247238  -0.712
H  -3.074731  -3.226260  -3.130695  0.212
H  -3.256690  -2.475600  -4.715063  0.202
H  -4.452570  -2.159229  -3.525864  0.208
H  -2.858892  -1.079722  -2.051033  0.157
H  -3.392361  -0.175973  -3.314302  0.186
H  -1.228083  -0.459131  -4.019060  0.473
C  -5.507602  -0.007480  -0.551786  -0.624
C  -4.423220  1.004861  -0.360107  -0.072
O  -4.652041  2.166593  -1.186886  -0.741
H  -5.459619  -0.799907  0.195121  0.211
H  -5.465767  -0.470908  -1.537468  0.198
H  -6.506130  0.352769  -0.304307  0.217
H  -3.486511  0.495772  -0.587058  0.151
H  -4.519260  1.252168  0.697108  0.162
H  -3.916497  2.767754  -1.048459  0.493
C  4.300856  2.209406  0.339679  -0.634
C  3.214813  3.094373  -0.298913  -0.061
O  2.640805  2.481698  -1.396589  -0.727
H  3.920471  1.313942  0.831149  0.199
H  4.669254  2.837228  1.150981  0.200
H  5.140508  2.011737  -0.326670  0.215
H  3.621519  4.080585  -0.522685  0.169
H  2.487363  3.449624  0.430963  0.144
H  1.990574  1.844912  -1.091139  0.490
C  -1.521262  4.148106  -3.762807  -0.641
C  -1.832998  3.196180  -2.613823  -0.086
O  -2.371969  4.040569  -1.510531  -0.763
H  -2.381114  4.591202  -4.265213  0.216
H  -0.972287  3.646424  -4.559696  0.210
H  -0.932727  5.023886  -3.489407  0.211
H  -0.956084  2.654815  -2.258797  0.194
H  -2.688162  2.539989  -2.775746  0.194
H  -1.642428  4.559658  -1.164237  0.469
C  2.151029  -2.851480  5.208842  -0.641
C  0.637921  -2.582039  5.038410  -0.057
O  -0.136795  -2.629623  6.226114  -0.710
H  2.372460  -3.868841  5.531397  0.211
H  2.532463  -2.172110  5.971120  0.200
H  2.657924  -2.633441  4.268835  0.219
H  0.155670  -3.263187  4.337283  0.170
H  0.563617  -1.583272  4.608262  0.148
H  0.511576  -2.557630  6.930407  0.460

Forces on atoms 1 to 2 (eV/Å):
C -0.5 -0.3 1.3
C -2.9 0.0 -1.0

---

# 3
The following is a DFT calculation (wB97M-V/def2-TZVPD) of a molecular structure, C5H8O2.

Values from the calculation:
Frontier orbital gap, eV: 9.987
Energy, eV: -9407.3775
Net charge: 0
Highest occupied orbital energy, eV: -9.21
LUMO, eV: 0.78
Energy above the lowest of the compared OMol25 structures with the same formula, charge and spin, eV: 2.455

Last column: natural (NBO) charge in e.
Element x y z (Å)
C  1.840068  -0.114057  0.886717  -0.628
C  0.576533  0.062583  0.110955  0.249
C  -0.093631  -0.892150  -0.835222  -0.471
C  -0.883476  -0.240925  0.278690  0.183
O  -1.536327  -0.944938  1.270928  -0.681
C  -1.103290  1.229941  -0.008691  -0.081
O  0.294006  1.403176  -0.314807  -0.518
H  2.693505  0.106323  0.234894  0.224
H  1.946540  -1.133620  1.266789  0.224
H  1.863011  0.587026  1.727187  0.224
H  -0.210691  -0.622047  -1.883650  0.217
H  0.100738  -1.944541  -0.637179  0.226
H  -2.407500  -1.188408  0.926377  0.474
H  -1.760927  1.523365  -0.835619  0.174
H  -1.371330  1.772001  0.906652  0.184

Forces on atoms 1 to 2 (eV/Å):
C 0.0 0.0 0.0
C 0.3 -0.1 0.1